Model A:
This record from OMol25 describes a structure of composition C3H3NS2. The level of theory is the ωB97M-V functional and the def2-TZVPD basis.

Geometry (Å):
1 C 0.747 0.437 0.119
2 C -1.378 0.081 0.061
3 C -0.194 -0.712 0.404
4 N -0.080 1.465 0.202
5 S 2.349 0.471 -0.106
6 S -2.863 0.463 -0.092
7 H 0.125 -1.767 -0.037
8 H -0.285 -1.069 1.529
9 H 0.129 2.432 0.050

As for the HOMO-LUMO gap: 7.08 eV.

Löwdin population analysis, charges in e, atoms 1 to 2:
1 C -1.0506
2 C -0.6618


Model B:
This record from OMol25 describes an isolated molecule of C3H3NS2. The level of theory is the ωB97M-V functional and the def2-TZVPD basis.

Geometry (Å):
1 S -3.524 -0.395 -0.034
2 C -2.132 0.230 -0.064
3 N -0.967 0.434 -0.075
4 C 0.311 0.781 -0.022
5 C 1.510 0.106 -0.037
6 S 1.699 -1.604 -0.027
7 H 0.479 1.905 0.274
8 H 2.468 0.705 0.170
9 H 0.158 -2.163 -0.184

As for the HOMO-LUMO gap: 8.28 eV. Its SMILES is S=C=N/C=C\S.

Löwdin population analysis, charges in e, atoms 1 to 2:
1 S 0.7245
2 C -0.8065


Most stable one: model B, least stable one: model A.


Model A:
This record from OMol25 describes an isolated molecule of C3H3NS2. The level of theory is the ωB97M-V functional and the def2-TZVPD basis.

Geometry (Å):
1 S 2.626 0.320 0.231
2 C 1.015 0.194 0.112
3 C 0.035 -0.997 -0.105
4 C -1.056 0.122 0.094
5 S -2.598 0.338 0.222
6 N 0.002 1.105 0.026
7 H 0.031 -1.385 -1.206
8 H -0.031 -1.761 0.710
9 H -0.023 2.065 -0.084

As for the HOMO-LUMO gap: 8.48 eV. Its SMILES is S=C1CC(=S)N1.

Löwdin population analysis, charges in e, atoms 1 to 2:
1 S 0.6653
2 C -0.8820


Model B:
This record from OMol25 describes an isolated molecule of C3H3NS2. The level of theory is the ωB97M-V functional and the def2-TZVPD basis.

Geometry (Å):
1 C 0.013 1.340 1.661
2 C 0.108 0.953 0.487
3 N 0.185 0.576 -0.714
4 C 0.354 -0.793 -1.138
5 S 1.746 -1.391 -1.731
6 S -1.272 -1.443 -1.279
7 H 0.801 1.840 2.311
8 H -0.953 1.511 2.000
9 H -0.981 -2.593 -1.596

As for the HOMO-LUMO gap: 8.75 eV. Its SMILES is C=C=NC(=S)S.

Löwdin population analysis, charges in e, atoms 1 to 2:
1 C 0.0219
2 C -0.1939


Most stable one: model A, least stable one: model B.


Model A:
This record from OMol25 describes an isolated molecule of C3H3NS2. The level of theory is the ωB97M-V functional and the def2-TZVPD basis.

Geometry (Å):
1 S -2.900 -0.483 -0.025
2 C -1.378 -0.033 -0.005
3 C -0.117 -1.160 -0.165
4 N 1.025 -0.646 -0.036
5 C 1.058 0.756 0.051
6 S -0.673 1.537 0.005
7 H -0.139 -2.260 -0.384
8 H 1.230 0.996 1.139
9 H 1.893 1.294 -0.581

As for the HOMO-LUMO gap: 8.25 eV. Its SMILES is S=C1C=NCS1.

Löwdin population analysis, charges in e, atoms 1 to 2:
1 S 0.6410
2 C -1.1806


Model B:
This record from OMol25 describes an isolated molecule of C3H3NS2. The level of theory is the ωB97M-V functional and the def2-TZVPD basis.

Geometry (Å):
1 C -1.442 0.464 0.267
2 S 0.135 1.375 -0.162
3 C 1.251 0.108 -0.139
4 S 2.972 0.532 -0.089
5 C 1.178 -1.259 -0.356
6 N 1.253 -2.399 -0.458
7 H -1.933 1.389 0.456
8 H -1.439 -0.163 1.083
9 H -1.976 -0.047 -0.602

As for the HOMO-LUMO gap (alpha / beta): 7.42 / 7.42 eV. Its SMILES is CSC(=S)C#N.

Löwdin population analysis, charges in e, atoms 1 to 2:
1 C -0.3156
2 S 0.9042


Model C:
This record from OMol25 describes a cluster of 2 separate species, C3H3NS2 in total. The level of theory is the ωB97M-V functional and the def2-TZVPD basis.

Geometry (Å):
1 C -1.609 -1.400 0.720
2 C -2.091 -0.241 0.266
3 S -2.746 1.167 -0.131
4 H -0.667 -1.582 1.080
5 H -2.150 -2.247 0.361
6 N 0.896 1.183 0.725
7 C 2.071 1.068 0.494
8 S 3.529 0.741 0.057
9 H 0.331 1.944 1.085

As for the HOMO-LUMO gap: 8.47 eV. Its SMILES is C=C=S.N=C=S.

Löwdin population analysis, charges in e, atoms 1 to 2:
1 C -0.0575
2 C -0.7221


Model D:
This record from OMol25 describes an isolated molecule of C3H3NS2. The level of theory is the ωB97M-V functional and the def2-TZVPD basis.

Geometry (Å):
1 C 1.829 -0.250 1.197
2 C 1.003 -0.347 0.244
3 N -0.151 -0.933 -0.296
4 C -1.221 -0.199 -0.661
5 S -2.752 -0.317 -0.064
6 S -0.884 1.061 -1.963
7 H 2.789 0.225 1.059
8 H 1.494 -0.676 2.172
9 H -2.108 1.437 -1.687

As for the HOMO-LUMO gap: 7.72 eV. Its SMILES is C=C=NC(=S)S.

Löwdin population analysis, charges in e, atoms 1 to 2:
1 C 0.0126
2 C -0.0690


Most stable one: model A, least stable one: model D.


Model A:
This record from OMol25 describes the ion C5H11NO with charge -1. The level of theory is the ωB97M-V functional and the def2-TZVPD basis.

Geometry (Å):
1 O -2.918 -0.597 0.502
2 C -2.174 0.337 0.995
3 C -0.659 0.366 0.681
4 C -0.437 0.187 -0.808
5 C 0.956 -0.306 -1.220
6 C 1.529 -1.421 -0.327
7 N -0.105 1.660 1.089
8 H -2.579 1.352 1.187
9 H -0.212 -0.414 1.311
10 H -1.149 -0.598 -1.106
11 H -0.695 1.157 -1.224
12 H 1.702 0.505 -1.285
13 H 0.956 -0.689 -2.252
14 H 2.298 -1.954 -0.893
15 H 0.747 -2.148 -0.075
16 H 1.960 -1.038 0.596
17 H -0.047 1.755 2.095
18 H 0.828 1.845 0.733

As for the expectation value of S²: 0.7534. Its spin multiplicity is 2. As for the HOMO-LUMO gap (alpha / beta): 3.63 / 6.77 eV. Its total charge is -1.

Löwdin population analysis, charges in e, atoms 1 to 2:
1 O -0.2672
2 C -0.4413


Model B:
This record from OMol25 describes a cluster of 2 separate species, C5H11NO in total. The level of theory is the ωB97M-V functional and the def2-TZVPD basis.

Geometry (Å):
1 O -2.241 0.133 -1.401
2 C -1.387 0.369 -0.461
3 N -1.351 0.357 1.133
4 C -0.696 -0.693 0.341
5 C 0.843 -0.781 0.341
6 C 1.546 0.505 0.769
7 C 1.277 -1.203 -1.058
8 H -0.843 1.332 -0.554
9 H -2.988 2.601 0.642
10 H -1.218 -1.629 0.543
11 H -3.484 2.087 0.439
12 H 1.208 -1.563 1.032
13 H 2.619 0.316 0.880
14 H 1.408 1.285 0.021
15 H 1.162 0.860 1.713
16 H 0.832 -2.153 -1.374
17 H 2.341 -1.391 -1.239
18 H 0.973 -0.430 -1.771

As for the expectation value of S²: 0.7557. Its spin multiplicity is 2. As for the HOMO-LUMO gap (alpha / beta): 6.53 / 6.33 eV. Its total charge is -1.

Löwdin population analysis, charges in e, atoms 1 to 2:
1 O -0.2598
2 C -0.6203


Most stable one: model A, least stable one: model B.


Model A:
This record from OMol25 describes an isolated molecule of C3H6O2S. The level of theory is the ωB97M-V functional and the def2-TZVPD basis.

Geometry (Å):
1 C 1.489 0.483 0.574
2 C -0.052 -0.435 0.408
3 C -1.268 0.399 0.034
4 S -0.722 -0.693 -1.186
5 O -1.416 -1.940 -1.378
6 O -0.023 -0.102 -2.271
7 H 0.970 1.454 0.577
8 H 2.150 0.176 -0.203
9 H 1.962 0.305 1.538
10 H -0.059 -1.205 1.137
11 H -2.024 0.179 0.801
12 H -1.006 1.380 -0.030

As for the HOMO-LUMO gap: 10.94 eV. Its SMILES is C[C@H]1CS1(=O)=O.

Löwdin population analysis, charges in e, atoms 1 to 2:
1 C 0.0190
2 C -0.3034


Model B:
This record from OMol25 describes a cluster of 2 separate species, C3H6O2S in total. The level of theory is the ωB97M-V functional and the def2-TZVPD basis.

Geometry (Å):
1 C 1.525 -1.776 0.296
2 C 1.715 -0.407 0.784
3 C -1.061 1.269 -0.126
4 O 0.198 -1.908 0.005
5 O -1.634 0.462 0.505
6 S 2.274 0.794 -0.079
7 H 1.888 -2.062 -0.730
8 H 1.877 -2.534 1.099
9 H 0.055 1.214 -0.446
10 H -1.496 2.218 -0.378
11 H -0.535 -1.506 0.486
12 H 2.858 0.280 -1.298

As for the HOMO-LUMO gap: 8.56 eV.

Löwdin population analysis, charges in e, atoms 1 to 2:
1 C -0.4449
2 C -0.5146


Most stable one: model A, least stable one: model B.


Model A:
This record from OMol25 describes a cluster of 2 separate species, C10H14N3O in total. The level of theory is the ωB97M-V functional and the def2-TZVPD basis.

Geometry (Å):
1 C -1.592 3.042 -1.518
2 C -1.597 2.163 -2.558
3 C -1.047 2.691 -0.330
4 C -0.912 0.970 -2.471
5 C -0.501 1.449 -0.161
6 C -0.310 0.584 -1.295
7 C 0.086 -2.395 3.449
8 C 0.146 1.073 1.147
9 C 0.380 -0.756 -1.099
10 C 1.195 -0.025 0.902
11 N 0.064 -2.717 2.273
12 N 0.840 -2.479 0.531
13 N 0.522 -1.137 0.246
14 O 2.121 -2.657 0.055
15 H -2.160 3.946 -1.722
16 H -2.150 2.225 -3.484
17 H -1.175 3.145 0.577
18 H -0.897 0.191 -3.207
19 H 0.709 -1.787 4.029
20 H 0.556 2.040 1.534
21 H -0.504 0.791 1.980
22 H -0.207 -1.515 -1.671
23 H 1.453 -0.723 -1.349
24 H 2.088 0.239 0.369
25 H 1.603 -0.502 1.728
26 H -0.679 -3.226 1.787
27 H -0.383 -1.130 0.590
28 H 2.353 -3.498 -0.330

As for the HOMO-LUMO gap (alpha / beta): 8.14 / 8.47 eV. Its total charge is +1.

Löwdin population analysis, charges in e, atoms 1 to 2:
1 C -0.0559
2 C -0.0609


Model B:
This record from OMol25 describes a cluster of 2 separate species, C10H14N3O in total. The level of theory is the ωB97M-V functional and the def2-TZVPD basis.

Geometry (Å):
1 C -2.721 0.368 0.348
2 C -2.551 -0.849 -0.308
3 C -1.447 0.834 0.705
4 C 3.170 -0.088 -0.257
5 C 1.833 -2.079 0.349
6 C 1.877 -0.657 0.035
7 C 0.773 0.101 0.080
8 C -3.621 -1.859 -0.702
9 C -1.160 2.047 1.483
10 C 4.180 -0.751 -0.877
11 N 1.012 2.350 -0.486
12 N -1.208 -1.132 -0.373
13 N -0.538 -0.113 0.266
14 O 0.872 -2.819 0.293
15 H -3.696 0.761 0.512
16 H 3.457 0.954 0.052
17 H 2.866 -2.538 0.363
18 H -4.063 -2.223 0.166
19 H -4.394 -1.381 -1.290
20 H -3.089 -2.580 -1.230
21 H -0.665 2.690 0.803
22 H -2.137 2.447 1.649
23 H -0.680 1.745 2.401
24 H 5.153 -0.220 -0.942
25 H 3.975 -1.753 -1.138
26 H 0.784 2.106 -1.401
27 H 1.952 2.658 -0.269
28 H -0.686 -1.940 -0.705

As for the HOMO-LUMO gap (alpha / beta): 7.95 / 7.99 eV. Its total charge is +1.

Löwdin population analysis, charges in e, atoms 1 to 2:
1 C 0.0731
2 C -0.1694


Most stable one: model B, least stable one: model A.